DFT (the ωB97M-V functional and the def2-TZVPD basis) results for an isolated molecule of C9H18N2O3.

- SMILES: CC(C)C[C@H](NC(=O)[C@H](C)N)C(=O)O
- Calculated total energy: -18744.58625 eV
- Energy relative to the best compared isomer or geometry (same formula, charge and spin): 102.2 kcal per mole
- HOMO: -9.575 eV
- Frontier orbital gap: 9.80 eV

The geometry in ORCA input format:
```
! RIJCOSX wB97M-V def2-TZVPD def2/J DEFGRID3
* xyz 0 1
C 0.96 -3.28 0.41
C 1.04 -1.75 0.36
C 2.15 -1.12 1.21
C 0.95 -1.26 -1.15
C 0.78 0.22 -1.44
N -0.37 0.80 -1.00
C -0.28 1.90 -0.01
O 0.67 2.76 0.04
C -1.82 1.90 0.82
C -1.98 2.94 1.84
N -2.22 0.52 1.22
C 0.75 0.63 -2.96
O 1.73 1.00 -3.59
O -0.40 0.19 -3.62
H 1.81 -3.83 -0.09
H 1.01 -3.69 1.44
H 0.08 -3.55 -0.17
H 0.17 -1.31 0.88
H 2.19 -1.75 2.20
H 2.18 -0.02 1.26
H 3.15 -1.55 0.96
H 1.77 -1.58 -1.82
H -0.06 -1.66 -1.67
H 1.70 0.72 -1.06
H -1.18 0.47 -0.47
H -2.41 1.93 -0.12
H -1.33 2.39 2.51
H -1.64 3.87 1.54
H -3.00 3.00 2.35
H -2.35 0.48 2.23
H -3.06 0.06 0.79
H -1.00 0.53 -2.86
*
```

So, what does the Löwdin scheme give us? The charges, in e, come out as: atom 1 (C): -0.09, atom 2 (C): -0.43, atom 3 (C): -0.09, atom 4 (C): -0.09, atom 5 (C): -0.34, atom 6 (N): 0.02, atom 7 (C): -0.21, atom 8 (O): 0.03, atom 9 (C): -0.35, atom 10 (C): -0.06, atom 11 (N): 0.01, atom 12 (C): -0.42, atom 13 (O): 0.11, atom 14 (O): 0.05, atom 15 (H): 0.09, atom 16 (H): 0.08, atom 17 (H): 0.07, atom 18 (H): 0.11, atom 19 (H): 0.11, atom 20 (H): 0.07, atom 21 (H): 0.08, atom 22 (H): 0.13, atom 23 (H): 0.16, atom 24 (H): 0.16, atom 25 (H): 0.09, atom 26 (H): 0.13, atom 27 (H): 0.09, atom 28 (H): 0.06, atom 29 (H): 0.12, atom 30 (H): 0.07, atom 31 (H): 0.11, atom 32 (H): 0.13

---

DFT (the ωB97M-V functional and the def2-TZVPD basis) results for a cluster of 2 separate species, C2H2N3O in total.

- Calculated total energy: -8610.49710 eV
- Energy relative to the best compared isomer or geometry (same formula, charge and spin): 100.5 kcal per mole
- HOMO (spin up / spin down): -15.425 / -15.082 eV
- Frontier orbital gap (spin up / spin down): 9.25 / 6.77 eV

The geometry in ORCA input format:
```
! RIJCOSX wB97M-V def2-TZVPD def2/J DEFGRID3
* xyz 1 1
C 0.09 -1.03 0.37
C -2.27 -0.53 0.00
N 0.29 -2.30 0.19
N 0.38 -3.38 -0.04
N -1.10 -0.43 0.31
O -3.37 -0.50 -0.25
H 0.79 -0.45 0.93
H -0.28 0.97 -1.67
*
```

So, what does the Löwdin scheme give us? The charges, in e, come out as: atom 1 (C): -0.08, atom 2 (C): -0.22, atom 3 (N): 0.09, atom 4 (N): 0.42, atom 5 (N): 0.18, atom 6 (O): 0.34, atom 7 (H): 0.16, atom 8 (H): 0.12